[1]
Density functional theory data (wB97M-V/def2-TZVPD) for a cluster of 7 separate species, C42H101O24P3 in total in a non-equilibrium geometry.

Computed properties:
- ΔE to the lowest compared entry with this formula, charge and spin: 54.5 kcal/mol
- Largest force on an atom: 2.84 eV/Å
- SMILES: CCOP(=O)(OCC)OCC.CCOP(=O)(OCC)OCC.CCOP(=O)(OCC)OCC.COCCOCCOC.COCCOCCOC.COCCOCCOC.COCCOCCOC

Last column: Löwdin charge in e.
Geometry (Å):
C -1.11 4.20 2.26  -0.04
C -1.64 3.12 3.22  -0.24
O -1.19 1.81 2.87  -0.19
P -2.08 0.81 1.99  0.44
O -3.27 0.27 2.65  -0.22
O -2.47 1.62 0.64  -0.20
C -3.37 1.04 -0.29  -0.27
C -2.76 0.09 -1.32  -0.04
O -1.01 -0.26 1.48  -0.21
C 0.34 0.19 1.18  -0.24
C 0.94 -0.65 0.08  -0.06
H -1.09 3.84 1.24  0.05
H -1.76 5.06 2.45  0.08
H -0.12 4.45 2.62  0.07
H -1.34 3.27 4.26  0.12
H -2.73 3.13 3.16  0.09
H -4.20 0.56 0.23  0.12
H -3.82 1.89 -0.81  0.10
H -3.50 -0.53 -1.82  0.08
H -2.16 0.61 -2.07  0.06
H -2.06 -0.57 -0.80  0.06
H 0.17 1.21 0.80  0.11
H 0.96 0.28 2.07  0.12
H 0.96 -1.67 0.48  0.07
H 0.23 -0.78 -0.74  0.06
H 1.87 -0.22 -0.27  0.07
C -2.28 3.78 -1.63  -0.07
C -1.83 4.73 -2.73  -0.22
O -0.90 3.95 -3.52  -0.21
P -0.67 4.18 -5.08  0.44
O -1.83 4.73 -5.77  -0.22
O 0.66 5.12 -5.02  -0.19
C 0.97 5.77 -6.27  -0.27
C 2.01 5.02 -7.10  -0.06
O -0.15 2.79 -5.70  -0.16
C 0.95 2.04 -5.25  -0.24
C 0.74 1.44 -3.86  -0.08
H -2.84 4.23 -0.81  0.09
H -2.82 2.97 -2.12  0.07
H -1.43 3.31 -1.13  0.07
H -2.61 5.00 -3.44  0.11
H -1.31 5.64 -2.42  0.12
H 0.06 5.92 -6.87  0.11
H 1.35 6.76 -6.02  0.11
H 2.19 5.69 -7.95  0.09
H 2.90 4.99 -6.49  0.05
H 1.63 4.08 -7.49  0.08
H 1.16 1.17 -5.87  0.12
H 1.84 2.68 -5.15  0.10
H -0.29 1.08 -3.81  0.06
H 1.32 0.58 -3.54  0.07
H 0.87 2.13 -3.02  0.06
C -0.52 -2.69 3.36  -0.08
C -1.37 -2.15 4.46  -0.26
O -0.96 -2.69 5.71  -0.18
P -0.02 -1.84 6.73  0.45
O -0.36 -0.45 7.02  -0.22
O 1.48 -2.13 6.20  -0.20
C 2.65 -1.54 6.76  -0.25
C 2.63 0.00 6.56  -0.08
O -0.08 -2.77 8.04  -0.19
C 0.13 -4.19 7.95  -0.26
C -1.24 -4.85 8.02  -0.08
H -0.60 -3.78 3.35  0.09
H -0.96 -2.51 2.38  0.06
H 0.53 -2.39 3.35  0.08
H -1.40 -1.06 4.45  0.11
H -2.41 -2.46 4.29  0.13
H 2.80 -1.74 7.82  0.12
H 3.53 -1.94 6.24  0.11
H 3.65 0.35 6.72  0.07
H 2.31 0.28 5.56  0.07
H 2.01 0.47 7.32  0.06
H 0.72 -4.40 7.06  0.11
H 0.73 -4.56 8.79  0.12
H -1.77 -4.61 8.94  0.08
H -1.89 -4.52 7.21  0.07
H -1.20 -5.94 7.98  0.08
C -8.26 -0.87 7.76  -0.13
O -7.57 -0.83 6.53  -0.19
C -7.76 0.41 5.85  -0.19
C -6.68 0.72 4.83  -0.17
O -6.11 1.99 5.02  -0.14
C -4.84 2.06 5.61  -0.20
C -4.31 3.47 5.66  -0.17
O -4.51 3.99 4.35  -0.22
C -5.22 5.20 4.26  -0.11
H -7.91 -0.08 8.43  0.09
H -7.99 -1.85 8.15  0.09
H -9.35 -0.90 7.78  0.09
H -7.87 1.16 6.65  0.12
H -8.72 0.39 5.32  0.12
H -7.07 0.68 3.81  0.13
H -5.84 0.01 4.84  0.13
H -4.07 1.53 5.03  0.12
H -4.91 1.55 6.57  0.14
H -3.23 3.52 5.83  0.12
H -4.90 4.06 6.38  0.13
H -6.23 5.11 4.69  0.09
H -5.34 5.49 3.22  0.09
H -4.67 6.01 4.76  0.09
C 2.72 -3.11 -1.22  -0.12
O 3.60 -4.21 -1.37  -0.18
C 4.21 -4.31 -2.67  -0.17
C 5.55 -4.97 -2.57  -0.19
O 5.40 -6.36 -2.45  -0.10
C 5.10 -6.91 -1.23  -0.22
C 5.47 -8.40 -1.08  -0.18
O 5.22 -8.98 -2.37  -0.21
C 5.18 -10.40 -2.30  -0.11
H 1.72 -3.46 -0.97  0.07
H 2.65 -2.51 -2.13  0.08
H 2.96 -2.40 -0.42  0.07
H 4.42 -3.27 -2.95  0.12
H 3.51 -4.82 -3.33  0.13
H 6.16 -4.45 -1.81  0.13
H 6.19 -4.70 -3.41  0.13
H 4.05 -6.81 -0.93  0.12
H 5.63 -6.44 -0.38  0.13
H 4.85 -8.91 -0.34  0.12
H 6.52 -8.63 -0.86  0.12
H 5.37 -10.76 -3.32  0.08
H 4.13 -10.67 -2.13  0.09
H 5.98 -10.83 -1.70  0.09
C -2.58 -0.73 -4.67  -0.06
O -1.20 -0.58 -4.26  -0.25
C -0.40 -1.68 -4.63  -0.19
C -0.26 -2.65 -3.46  -0.22
O -1.52 -3.11 -3.04  -0.13
C -1.38 -3.68 -1.73  -0.16
C -2.76 -4.26 -1.37  -0.20
O -3.20 -5.24 -2.29  -0.17
C -3.56 -6.44 -1.64  -0.11
H -3.11 -1.47 -4.08  0.08
H -2.52 -0.80 -5.76  0.10
H -3.01 0.25 -4.43  0.09
H 0.61 -1.31 -4.80  0.12
H -0.79 -2.27 -5.46  0.13
H 0.28 -2.10 -2.67  0.09
H 0.48 -3.43 -3.70  0.13
H -1.08 -2.90 -1.03  0.11
H -0.66 -4.50 -1.81  0.13
H -3.45 -3.41 -1.32  0.12
H -2.61 -4.69 -0.37  0.12
H -2.71 -6.84 -1.07  0.09
H -3.64 -7.17 -2.45  0.09
H -4.48 -6.42 -1.04  0.09
C 7.22 5.68 -6.16  -0.10
O 5.88 5.73 -5.74  -0.19
C 5.53 6.91 -5.07  -0.22
C 4.11 6.92 -4.55  -0.18
O 3.83 5.98 -3.56  -0.10
C 3.80 4.61 -3.87  -0.19
C 3.61 3.83 -2.60  -0.16
O 3.81 2.43 -2.86  -0.21
C 3.51 1.54 -1.82  -0.14
H 7.40 5.02 -7.02  0.09
H 7.79 5.27 -5.32  0.09
H 7.59 6.64 -6.54  0.09
H 5.75 7.80 -5.67  0.13
H 6.19 7.02 -4.20  0.13
H 3.53 6.68 -5.46  0.10
H 3.78 7.90 -4.23  0.13
H 4.75 4.23 -4.27  0.13
H 3.06 4.34 -4.63  0.09
H 2.59 3.93 -2.20  0.13
H 4.35 3.98 -1.81  0.13
H 4.24 1.74 -1.03  0.09
H 3.60 0.52 -2.19  0.08
H 2.58 1.76 -1.27  0.07

[2]
Density functional theory data (wB97M-V/def2-TZVPD) for a structure of composition C42H102F2N11O11S2V in a non-equilibrium geometry.

Computed properties:
- Spin multiplicity: 3
- ⟨S²⟩: 2.0257
- Largest force on an atom: 9.37 eV/Å

Last column: Mulliken spin population.
Geometry (Å):
O -12.23 -18.48 -9.65  -0.16
V -11.87 -16.99 -9.39  2.03
N -12.01 -17.00 -7.31  -0.20
S -10.94 -16.34 -6.14  0.08
O -9.90 -17.31 -5.73  0.00
O -11.40 -15.31 -5.19  0.01
F -10.18 -15.37 -7.18  0.01
S -12.97 -17.41 -6.22  0.16
O -13.84 -16.44 -5.59  -0.01
O -12.48 -18.52 -5.41  -0.01
F -14.00 -18.13 -7.25  0.02
C -16.27 -18.45 -3.05  0.00
C -17.41 -18.71 -4.07  0.00
N -17.16 -19.93 -4.79  0.00
C -18.40 -20.68 -5.18  0.00
C -19.13 -19.84 -6.31  0.00
C -16.09 -19.84 -5.76  0.00
C -15.71 -21.17 -6.31  0.00
H -16.34 -19.25 -2.32  0.00
H -16.37 -17.48 -2.57  0.00
H -15.32 -18.37 -3.58  0.00
H -18.37 -18.70 -3.56  0.00
H -17.42 -17.96 -4.87  0.00
H -18.99 -20.82 -4.28  0.00
H -18.04 -21.68 -5.40  0.00
H -20.06 -20.41 -6.39  0.00
H -18.64 -19.78 -7.27  0.00
H -19.29 -18.82 -5.95  0.00
H -16.36 -19.17 -6.58  0.00
H -15.21 -19.45 -5.26  0.00
H -15.14 -21.73 -5.58  0.00
H -16.50 -21.78 -6.74  0.00
H -15.04 -21.12 -7.17  0.00
C -13.72 -17.10 -0.56  0.00
C -12.54 -17.78 0.03  0.00
N -11.89 -18.73 -0.88  0.00
C -11.12 -18.01 -1.96  0.00
C -10.06 -18.94 -2.55  0.00
C -12.62 -19.87 -1.42  0.00
C -13.44 -20.56 -0.29  0.00
H -14.39 -17.78 -1.09  0.00
H -13.42 -16.27 -1.19  0.00
H -14.29 -16.63 0.25  0.00
H -11.79 -17.10 0.42  0.00
H -12.84 -18.23 0.98  0.00
H -11.91 -17.72 -2.66  0.00
H -10.62 -17.11 -1.59  0.00
H -9.34 -18.37 -3.14  0.00
H -9.50 -19.19 -1.65  0.00
H -10.45 -19.75 -3.16  0.00
H -11.92 -20.59 -1.83  0.00
H -13.22 -19.51 -2.26  0.00
H -14.40 -20.07 -0.12  0.00
H -12.98 -20.58 0.70  0.00
H -13.67 -21.59 -0.55  0.00
C -9.08 -10.81 -8.63  0.00
C -9.11 -11.95 -7.61  0.00
N -8.74 -11.63 -6.21  0.00
C -7.43 -11.06 -5.99  0.00
C -6.25 -12.01 -6.22  0.00
C -9.07 -12.77 -5.33  0.00
C -8.82 -12.47 -3.83  0.00
H -8.08 -10.40 -8.74  0.00
H -9.69 -9.94 -8.38  0.00
H -9.34 -11.21 -9.61  0.00
H -10.13 -12.34 -7.65  0.00
H -8.53 -12.85 -7.79  0.00
H -7.20 -10.18 -6.58  0.00
H -7.42 -10.68 -4.97  0.00
H -5.32 -11.50 -5.98  0.00
H -6.32 -12.91 -5.60  0.00
H -6.18 -12.28 -7.27  0.00
H -8.49 -13.63 -5.63  0.00
H -10.11 -13.08 -5.38  0.00
H -9.24 -11.52 -3.52  0.00
H -7.76 -12.38 -3.55  0.00
H -9.17 -13.29 -3.19  0.00
C -12.09 -22.61 -5.21  0.00
C -10.96 -23.07 -6.20  0.00
N -10.38 -21.93 -7.03  0.00
C -11.37 -21.21 -7.93  0.00
C -11.97 -22.16 -9.02  0.00
C -9.78 -20.87 -6.26  0.00
C -8.43 -21.30 -5.69  0.00
H -12.40 -23.46 -4.60  0.00
H -12.93 -22.19 -5.77  0.00
H -11.80 -21.85 -4.49  0.00
H -10.16 -23.51 -5.61  0.00
H -11.36 -23.87 -6.83  0.00
H -12.09 -20.64 -7.34  0.00
H -10.86 -20.42 -8.47  0.00
H -11.17 -22.81 -9.37  0.00
H -12.86 -22.76 -8.80  0.00
H -12.30 -21.55 -9.86  0.00
H -10.48 -20.48 -5.52  0.00
H -9.55 -19.99 -6.86  0.00
H -8.16 -20.57 -4.93  0.00
H -7.68 -21.37 -6.48  0.00
H -8.47 -22.22 -5.09  0.00
C -12.28 -13.51 -9.26  0.00
O -12.20 -14.78 -9.17  -0.04
N -12.80 -12.75 -8.31  0.00
C -13.04 -11.33 -8.55  0.00
C -13.27 -13.22 -7.03  0.00
H -11.90 -13.01 -10.16  0.00
H -12.69 -11.00 -9.52  0.00
H -12.63 -10.77 -7.71  0.00
H -14.12 -11.25 -8.50  0.00
H -12.39 -13.10 -6.40  0.00
H -14.12 -12.68 -6.61  0.00
H -13.52 -14.28 -6.98  0.00
C -14.56 -13.24 -1.37  0.00
O -15.66 -13.66 -1.33  0.00
N -13.70 -13.60 -2.32  0.00
C -12.27 -13.09 -2.34  0.00
C -13.96 -14.52 -3.41  0.00
H -14.14 -12.57 -0.60  0.00
H -12.08 -12.46 -1.47  0.00
H -12.18 -12.52 -3.27  0.00
H -11.43 -13.78 -2.39  0.00
H -13.83 -14.05 -4.39  0.00
H -13.26 -15.35 -3.40  0.00
H -14.99 -14.87 -3.37  0.00
C -17.11 -13.85 -8.20  0.00
O -15.93 -13.63 -8.45  0.00
N -17.53 -14.82 -7.33  0.00
C -18.96 -15.14 -7.08  0.00
C -16.64 -15.75 -6.64  0.00
H -18.00 -13.36 -8.64  0.00
H -19.23 -16.09 -7.54  0.00
H -19.62 -14.38 -7.50  0.00
H -19.22 -15.04 -6.03  0.00
H -16.85 -16.81 -6.78  0.00
H -15.62 -15.58 -6.98  0.00
H -16.75 -15.54 -5.57  0.00
C -8.64 -18.40 -9.03  0.02
O -9.70 -17.73 -9.01  0.03
N -8.13 -19.10 -10.05  0.00
C -6.74 -19.64 -10.02  0.00
C -8.73 -19.11 -11.34  -0.01
H -7.94 -18.42 -8.18  0.01
H -6.14 -19.06 -10.73  0.00
H -6.59 -20.69 -10.27  0.00
H -6.24 -19.56 -9.06  0.00
H -8.34 -18.21 -11.83  0.00
H -8.50 -20.05 -11.86  0.00
H -9.80 -18.93 -11.28  0.01
C -4.88 -17.08 -6.83  0.00
O -5.43 -17.90 -7.58  0.00
N -5.42 -16.55 -5.73  0.00
C -4.78 -15.52 -4.91  0.00
C -6.80 -16.75 -5.28  0.00
H -3.86 -16.70 -6.98  0.00
H -3.71 -15.52 -5.10  0.00
H -4.83 -15.60 -3.82  0.00
H -5.18 -14.59 -5.30  0.00
H -7.35 -17.28 -6.05  0.00
H -6.86 -17.30 -4.35  0.00
H -7.28 -15.77 -5.23  0.00
C -15.42 -16.61 -9.77  0.00
O -14.19 -16.64 -9.75  0.04
N -16.22 -17.67 -9.71  0.00
C -17.66 -17.57 -9.84  0.00
C -15.82 -19.09 -9.48  0.00
H -15.99 -15.69 -9.96  0.00
H -18.02 -18.43 -10.40  0.00
H -17.94 -16.62 -10.31  0.00
H -18.11 -17.67 -8.85  0.00
H -14.82 -19.28 -9.08  0.00
H -16.42 -19.62 -8.75  0.00
H -15.98 -19.62 -10.42  0.00

[3]
Density functional theory data (wB97M-V/def2-TZVPD) for a cluster of 9 separate species, C42H103N9O4 in total in a non-equilibrium geometry.

Computed properties:
- Spin multiplicity: 2
- ⟨S²⟩: 0.7545
- ΔE to the lowest compared entry with this formula, charge and spin: 56.1 kcal/mol
- Charge: +1
- Largest force on an atom: 3.82 eV/Å

Last column: Mulliken spin population.
Geometry (Å):
C 1.38 4.71 4.56  0.03
C 0.64 5.54 3.55  0.04
N -0.58 6.09 4.16  0.78
C -1.19 7.30 3.50  -0.03
C -1.72 6.98 2.09  0.07
C -1.56 5.07 4.65  0.02
C -2.78 5.63 5.39  0.01
H 0.89 3.76 4.74  0.00
H 1.31 5.30 5.47  -0.01
H 2.41 4.61 4.21  0.00
H 1.29 6.35 3.24  0.01
H 0.44 4.96 2.65  0.02
H -1.95 7.89 4.01  0.01
H -0.34 7.98 3.44  0.00
H -0.96 6.50 1.47  0.00
H -2.47 6.19 2.09  0.00
H -2.29 7.77 1.59  0.00
H -1.05 4.44 5.38  0.00
H -1.85 4.40 3.84  0.04
H -2.47 5.96 6.38  0.00
H -3.58 4.88 5.43  0.00
H -3.30 6.39 4.80  0.00
C -4.20 -2.01 -1.41  0.00
C -3.48 -2.23 -0.09  0.00
N -3.83 -3.48 0.53  0.00
C -5.26 -3.81 0.68  0.00
C -5.51 -5.32 0.78  0.00
C -2.99 -3.87 1.65  0.00
C -3.31 -3.14 2.96  0.00
H -4.34 -2.96 -1.94  0.00
H -3.52 -1.42 -2.02  0.00
H -5.14 -1.47 -1.34  0.00
H -2.40 -2.28 -0.26  0.00
H -3.70 -1.32 0.47  0.00
H -5.65 -3.42 1.62  0.00
H -5.90 -3.43 -0.12  0.00
H -5.31 -5.73 1.77  0.00
H -6.58 -5.43 0.57  0.00
H -4.90 -5.85 0.05  0.00
H -1.99 -3.73 1.25  0.00
H -3.03 -4.95 1.79  0.00
H -2.43 -3.31 3.59  0.00
H -4.14 -3.52 3.56  0.00
H -3.55 -2.10 2.77  0.00
C 1.00 -3.92 -1.49  0.00
C 2.33 -4.53 -1.08  0.00
N 3.25 -4.60 -2.27  0.00
C 2.75 -5.38 -3.41  0.00
C 2.91 -6.85 -3.09  0.00
C 3.85 -3.31 -2.59  0.00
C 5.17 -3.45 -3.43  0.00
H 0.30 -3.91 -0.66  0.00
H 0.53 -4.61 -2.19  0.00
H 1.11 -2.98 -2.02  0.00
H 2.77 -3.93 -0.29  0.00
H 2.24 -5.54 -0.68  0.00
H 1.74 -5.13 -3.74  0.00
H 3.43 -5.35 -4.26  0.00
H 2.22 -7.11 -2.28  0.00
H 2.55 -7.57 -3.83  0.00
H 3.91 -7.11 -2.74  0.00
H 4.11 -2.77 -1.68  0.00
H 3.12 -2.67 -3.10  0.00
H 5.48 -2.48 -3.83  0.00
H 5.09 -4.07 -4.32  0.00
H 5.96 -3.89 -2.82  0.00
C 1.65 -1.65 -5.55  0.00
C 0.31 -1.96 -6.25  0.00
N -0.79 -1.26 -5.70  0.00
C -1.03 -1.46 -4.28  0.00
C -1.24 -2.99 -3.89  0.00
C -2.01 -1.35 -6.49  0.00
C -1.89 -0.67 -7.93  0.00
H 1.71 -0.59 -5.33  0.00
H 2.51 -1.96 -6.14  0.00
H 1.67 -2.22 -4.62  0.00
H 0.44 -1.49 -7.23  0.00
H 0.18 -3.04 -6.35  0.00
H -1.92 -0.93 -3.97  0.00
H -0.15 -1.11 -3.73  0.00
H -0.29 -3.52 -4.00  0.00
H -2.06 -3.46 -4.42  0.00
H -1.48 -3.08 -2.83  0.00
H -2.50 -2.32 -6.52  0.00
H -2.75 -0.62 -6.15  0.00
H -2.92 -0.50 -8.23  0.00
H -1.46 0.33 -7.98  0.00
H -1.38 -1.20 -8.74  0.00
C -1.46 1.10 -0.71  0.00
C -0.15 1.70 -0.40  0.00
N 0.54 0.87 0.60  -0.01
C 0.98 -0.44 0.11  0.00
C 2.20 -0.18 -0.83  0.00
C -0.05 0.68 1.99  0.00
C -0.50 2.01 2.59  -0.01
H -1.97 1.92 -1.22  0.00
H -2.12 0.86 0.12  0.00
H -1.38 0.26 -1.41  0.00
H 0.46 1.93 -1.27  0.00
H -0.28 2.67 0.08  0.00
H 1.40 -1.14 0.83  0.00
H 0.27 -1.08 -0.43  0.00
H 3.06 0.29 -0.34  0.00
H 2.59 -1.07 -1.32  0.00
H 1.90 0.54 -1.59  0.00
H 0.75 0.32 2.63  0.00
H -0.91 0.01 2.05  0.00
H -0.74 1.89 3.65  -0.01
H -1.47 2.41 2.29  0.00
H 0.22 2.79 2.35  0.02
C -1.05 2.21 -4.14  0.00
O -2.13 2.63 -3.70  0.00
N 0.11 2.81 -3.88  0.00
C 1.39 2.25 -4.30  0.00
C 0.23 4.03 -3.05  0.00
H -0.97 1.32 -4.79  0.00
H 2.14 2.95 -4.66  0.00
H 1.22 1.61 -5.16  0.00
H 1.98 1.75 -3.53  0.00
H -0.65 4.24 -2.44  0.00
H 1.05 3.88 -2.34  0.00
H 0.43 4.89 -3.68  0.00
C -1.89 1.46 6.04  0.00
O -0.90 1.20 6.76  0.00
N -2.41 0.61 5.16  0.00
C -1.91 -0.71 4.80  0.00
C -3.67 0.95 4.40  0.00
H -2.61 2.28 6.18  0.00
H -0.94 -0.83 5.30  0.00
H -1.73 -0.79 3.73  0.00
H -2.64 -1.44 5.14  0.00
H -3.50 1.20 3.35  0.00
H -4.33 0.08 4.42  0.00
H -4.19 1.82 4.79  0.00
C 2.07 -1.85 3.80  0.00
O 1.11 -2.52 3.48  0.00
N 3.21 -1.82 3.17  0.00
C 3.46 -2.75 2.05  0.00
C 4.31 -0.96 3.54  0.00
H 2.02 -1.22 4.70  0.00
H 2.67 -3.50 1.99  0.00
H 4.41 -3.25 2.19  0.00
H 3.48 -2.12 1.16  0.00
H 4.07 -0.41 4.45  0.00
H 5.13 -1.66 3.72  0.00
H 4.49 -0.27 2.72  0.00
C 3.56 2.73 2.34  0.00
O 4.31 2.48 3.30  0.00
N 3.67 3.84 1.58  0.00
C 2.68 4.01 0.47  0.01
C 4.61 4.95 1.83  0.00
H 2.90 1.98 1.89  0.00
H 1.98 4.83 0.60  0.00
H 2.13 3.08 0.31  0.00
H 3.21 4.19 -0.47  0.00
H 5.10 4.99 2.80  0.00
H 5.44 4.86 1.13  0.00
H 4.09 5.90 1.71  0.00

In eV, the electronic energy values for the records above are, in order, -122197.03965 -136911.05983 -66814.10069.